Entry 1:
C4H8O in the gas phase. Source: the Open Molecules 2025 dataset; level of theory: the ωB97M-V functional and the def2-TZVPD basis.

Calculated values
- DFT total energy: -232.293721 a.u.
- Energy relative to the best compared isomer or geometry (same formula, charge and spin): 4.134 eV
- LUMO energy (spin up / spin down): -0.3 / -1.3 eV

The geometry in ORCA input format:
```
! wB97M-V def2-TZVPD RIJCOSX def2/J DEFGRID3
* xyz 0 1
C -1.284 -0.811 -0.028
C -0.198 0.193 -0.419
C 1.258 -0.386 0.053
C -0.050 1.422 0.381
O -0.080 0.563 -1.660
H -1.277 -1.055 1.040
H -2.260 -0.395 -0.293
H -1.131 -1.726 -0.609
H 1.275 -0.636 1.117
H 2.072 0.295 -0.206
H 1.352 -1.286 -0.554
H -0.179 2.366 -0.142
H 0.502 1.457 1.320
*
```

Here are the Mulliken charges for atoms 1 to 2, given in e: C -1.225; C 1.405

=====

Entry 2:
A 8-piece molecular cluster, C5H26N2O8 overall. Source: the Open Molecules 2025 dataset; level of theory: the ωB97M-V functional and the def2-TZVPD basis.

Calculated values
- DFT total energy: -917.418556 a.u.
- Energy relative to the best compared isomer or geometry (same formula, charge and spin): 4.798 eV
- LUMO energy: 0.1 eV
- Structure (SMILES): CNCC[C@H](N)C=O.O.O.O.O.O.O.O

The geometry in ORCA input format:
```
! wB97M-V def2-TZVPD RIJCOSX def2/J DEFGRID3
* xyz 0 1
C -0.536 -1.540 2.071
N -0.112 -0.244 1.560
C -0.958 0.833 2.085
C -0.685 2.173 1.420
C -1.171 2.291 -0.034
N -2.297 1.399 -0.314
C -0.034 2.113 -1.027
O 1.098 2.489 -0.816
H -1.613 -1.721 1.943
H -0.286 -1.579 3.132
H -0.024 -2.346 1.544
H -0.107 -0.222 0.545
H -2.028 0.608 1.996
H -0.743 0.946 3.152
H 0.380 2.405 1.451
H -1.175 2.948 2.011
H -1.532 3.312 -0.204
H -2.008 0.425 -0.306
H -2.658 1.584 -1.242
H -0.303 1.624 -1.978
O 2.504 -2.138 0.534
H 2.457 -1.717 1.401
H 2.471 -1.370 -0.088
O 0.386 -1.639 -2.808
H 0.848 -2.119 -3.504
H 0.276 -2.287 -2.078
O -1.795 0.538 -2.028
H -1.999 -0.162 -1.378
H -1.247 0.046 -2.651
O -1.922 -1.444 -0.021
H -1.161 -2.047 -0.138
H -2.320 -1.676 0.823
O 0.289 -3.140 -0.516
H 0.291 -4.096 -0.411
H 1.147 -2.845 -0.110
O 1.650 -0.218 -1.162
H 2.072 0.608 -1.417
H 1.307 -0.660 -1.962
O 2.616 1.001 1.666
H 1.770 0.553 1.834
H 2.429 1.581 0.923
*
```

Here are the Mulliken charges for atoms 1 to 2, given in e: C -1.125; N 0.313

=====

Entry 3:
C27H26GeN4SW as an isolated structure. Source: the Open Molecules 2025 dataset; level of theory: the ωB97M-V functional and the def2-TZVPD basis.

Calculated values
- DFT total energy: -3804.066784 a.u.
- Energy relative to the best compared isomer or geometry (same formula, charge and spin): 1.587 eV
- LUMO energy: -15.0 eV

The geometry in ORCA input format:
```
! wB97M-V def2-TZVPD RIJCOSX def2/J DEFGRID3
* xyz 4 1
W -0.523 0.558 -1.281
C -4.981 0.572 -1.677
C -3.515 0.769 -1.751
N -2.597 -0.054 -1.368
N -2.918 -1.316 -0.905
C -1.976 -2.268 -1.008
N -2.232 -3.507 -0.709
S -0.391 -1.828 -1.572
C -2.941 2.010 -2.328
C -3.678 3.010 -2.881
C -3.018 4.070 -3.536
C -1.640 4.068 -3.607
C -0.944 3.041 -2.991
N -1.575 2.031 -2.355
H -5.306 -0.417 -1.370
H -5.432 0.776 -2.652
H -5.402 1.299 -0.973
H -3.888 -1.539 -0.713
H -3.151 -3.838 -0.431
H -1.503 -4.211 -0.769
H -4.760 2.991 -2.833
H -3.591 4.870 -3.992
H -1.098 4.852 -4.120
H 0.137 3.032 -2.999
C -0.646 0.714 0.591
Ge 1.098 -0.206 1.233
C 1.697 0.736 2.783
C 2.875 0.226 3.322
C 3.428 0.887 4.412
C 2.799 2.006 4.951
C 1.615 2.488 4.404
C 1.047 1.851 3.307
C 0.961 -2.083 1.553
C 0.211 -2.453 2.675
C 0.070 -3.797 3.001
C 0.692 -4.768 2.227
C 1.432 -4.405 1.103
C 1.565 -3.065 0.761
C 2.172 0.091 -0.417
C 1.669 0.882 -1.516
C 2.382 1.055 -2.742
C 3.554 0.379 -2.900
C 4.085 -0.363 -1.816
C 3.385 -0.540 -0.620
H -1.310 1.076 1.379
H 3.348 -0.673 2.942
H 4.344 0.510 4.846
H 3.221 2.487 5.822
H 1.132 3.359 4.825
H 0.121 2.235 2.897
H -0.231 -1.701 3.322
H -0.500 -4.080 3.877
H 0.629 -5.809 2.516
H 1.920 -5.165 0.505
H 2.157 -2.809 -0.112
H 0.972 1.732 -1.206
H 2.024 1.703 -3.532
H 4.100 0.451 -3.832
H 5.078 -0.790 -1.913
H 3.828 -1.130 0.174
*
```

Here are the Mulliken charges for atoms 1 to 2, given in e: W 0.656; C -1.509